69
Properties=species:S:1:pos:R:3 method="wB97M-V/def2-TZVPD" fmax_ha_per_bohr=0.0081 energy_ev=-203282.999 e_homo_ha=-0.2027 charge=-1 relative_energy_kj_mol=0.0
Cs -1.492 0.382 -0.423
Br 0.070 9.554 0.451
Br -3.696 4.963 -0.830
P 0.578 -3.590 -0.421
P 2.081 -1.333 0.490
O -3.939 -0.286 -1.939
O -0.548 -3.329 0.481
O 1.960 -2.908 0.131
O -0.696 2.796 1.234
O 1.245 -0.494 -0.373
O 0.373 2.806 -0.737
O -4.985 -0.984 -0.063
N -4.417 2.307 -0.873
N 1.744 -1.179 2.095
N 1.001 -5.193 -0.456
N 0.443 -3.081 -1.967
N 3.695 -1.104 0.235
C -0.617 5.576 1.388
C -7.060 2.677 -0.126
C -0.121 3.358 0.269
C -4.909 3.501 -0.647
C 0.020 7.649 0.396
C 0.541 5.601 -0.708
C -0.830 -2.617 -2.518
C 4.137 0.284 0.328
C -6.558 1.400 -0.309
C 1.596 -2.632 -2.738
C -5.231 1.259 -0.698
C 1.178 -5.828 0.842
C -4.662 -0.151 -0.928
C -0.585 6.962 1.436
C -6.221 3.770 -0.290
C 4.734 -2.085 0.459
C 0.453 -0.679 2.573
C 2.329 -2.169 2.989
C 0.585 6.988 -0.680
C -0.055 4.885 0.321
C 1.888 -5.709 -1.481
H 1.614 -5.304 -2.453
H 5.516 -1.967 -0.296
H 4.501 0.526 1.333
H 1.785 -6.795 -1.527
H 4.945 0.451 -0.388
H -0.339 -1.425 2.455
H 1.510 -2.999 -3.765
H 0.457 -5.420 1.546
H -1.027 7.502 2.262
H 1.044 7.552 -1.481
H 1.647 -1.541 -2.743
H 2.944 -5.477 -1.283
H 2.524 -3.015 -2.318
H -7.147 0.510 -0.144
H 4.333 -3.093 0.376
H 3.315 0.954 0.077
H -1.657 -2.806 -1.840
H 5.207 -1.975 1.444
H 0.960 5.041 -1.534
H -1.090 4.999 2.172
H 3.298 -2.504 2.620
H -8.095 2.830 0.157
H 0.559 -0.428 3.629
H -6.561 4.784 -0.141
H 2.480 -1.726 3.975
H 1.001 -6.901 0.746
H 0.167 0.249 2.077
H 2.192 -5.679 1.238
H -1.021 -3.119 -3.470
H -0.772 -1.545 -2.726
H 1.680 -3.047 3.091



21
Properties=species:S:1:pos:R:3 method="wB97M-V/def2-TZVPD" fmax_ha_per_bohr=0.1322 energy_ev=-22174.846 e_homo_ha=-0.2569 charge=0 relative_energy_kj_mol=494.7
Si -1.865 -0.632 0.646
Si 1.721 -0.290 0.734
O 2.051 0.958 -0.276
C -1.991 -1.491 -1.127
C -2.431 1.172 0.408
C 2.499 -1.941 0.154
C 1.690 2.316 -0.361
H -1.603 -0.706 -1.841
H 2.439 2.840 -0.752
H -2.676 -1.189 1.837
H -2.448 1.785 1.291
H 0.697 2.307 -0.931
H 3.583 -1.668 -0.057
H -2.945 -1.619 -1.439
H 2.377 -0.063 2.165
H 1.503 2.491 0.717
H -1.973 1.729 -0.488
H 2.143 -2.241 -0.836
H -1.464 -2.464 -1.026
H 2.258 -2.559 0.999
H -3.565 1.266 0.183



13
Properties=species:S:1:pos:R:3 method="wB97M-V/def2-TZVPD" fmax_ha_per_bohr=0.0877 energy_ev=-56348.966 e_homo_ha=-0.3700 charge=0 relative_energy_kj_mol=61.3
Cl -1.887 2.345 0.453
Cl -2.151 -2.036 0.500
Cl -1.865 0.777 -1.716
Cl -4.291 0.047 0.428
O 1.893 1.189 0.154
C 0.817 1.025 -0.328
C -2.579 -0.269 0.766
C -0.167 0.157 0.360
C -1.559 0.616 0.009
H 0.686 1.654 -1.264
H 0.094 0.124 1.339
H -2.370 -0.216 1.788
H 0.099 -0.911 0.015



110
Properties=species:S:1:pos:R:3 method="wB97M-V/def2-TZVPD" fmax_ha_per_bohr=0.0848 energy_ev=-149464.072 e_homo_ha=-0.0357 charge=-2 relative_energy_kj_mol=495.9
Te -2.714 -0.385 -1.214
Sc -0.092 0.278 0.141
P -0.853 1.769 2.903
P -2.301 -0.620 2.086
Si -4.034 -3.447 -3.564
Si -4.656 -1.505 -2.285
Si 2.521 -1.288 2.277
Si -6.260 -2.347 -0.727
Si 2.210 -2.491 -0.712
Si -5.808 -0.089 -3.816
F 0.236 -0.195 -1.604
O -1.659 0.255 3.237
O -3.609 -0.081 1.611
O -2.284 2.028 0.629
O 0.149 1.330 1.829
O -3.869 5.814 0.006
O -1.247 -1.002 1.075
O -2.630 -1.975 2.923
O -5.516 1.865 1.456
O 0.022 1.710 4.307
N 2.180 1.290 -0.166
N -0.906 2.246 -1.103
N -4.206 3.746 0.983
C -0.436 2.900 -2.185
C 3.509 -3.909 -0.471
C -6.842 -1.083 0.585
C -0.963 4.120 -2.589
C -5.516 -3.796 0.295
C 1.140 -2.205 3.233
C -1.993 4.687 -1.875
C -5.377 -4.587 -4.376
C -5.153 2.750 0.460
C -2.878 -2.942 -5.015
C 0.528 -3.402 -0.568
C -6.963 1.188 -2.958
C -1.901 2.778 -0.419
C -4.472 0.956 -4.710
C -2.523 4.011 -0.743
C 4.894 1.288 -0.728
C 2.549 -1.983 -2.539
C 4.097 -2.366 2.640
C 2.882 0.149 -0.029
C 2.147 -1.018 0.462
C -3.561 4.616 0.044
C -7.890 -3.077 -1.473
C 2.996 0.344 3.180
C 4.260 0.138 -0.328
C -6.891 -0.806 -5.251
C 2.797 2.390 -0.569
C -2.985 -4.637 -2.479
C 4.148 2.457 -0.857
H -3.607 -5.197 -1.787
H -7.880 0.724 -2.610
H 4.947 -2.025 2.057
H 5.961 1.288 -0.927
H -0.567 4.611 -3.465
H 2.170 3.268 -0.675
H -3.423 -2.397 -5.779
H 1.763 -1.325 -2.888
H -6.304 -1.480 -5.865
H -2.989 2.511 1.135
H 4.607 3.384 -1.174
H 2.238 1.096 2.993
H 3.939 0.738 2.805
H -4.824 1.172 1.560
H -4.518 -3.516 0.619
H 3.305 -4.470 0.434
H 3.479 -4.606 -1.304
H -8.548 -3.500 -0.719
H -6.075 3.248 0.111
H -5.972 -0.712 1.114
H -7.727 -1.374 -4.859
H 4.522 -3.525 -0.400
H -6.457 1.592 -2.088
H -7.666 -3.857 -2.191
H -5.989 -5.056 -3.613
H 0.164 -1.841 2.931
H -2.302 -4.038 -1.885
H 3.097 0.217 4.258
H -2.374 -3.775 -5.498
H 0.244 -3.913 -1.482
H 1.228 -2.083 4.310
H -2.115 -2.276 -4.624
H 0.349 2.396 -2.728
H -2.391 -5.354 -3.041
H 4.381 -2.324 3.688
H -5.425 -4.702 -0.295
H 2.592 -2.838 -3.210
H -3.579 -2.004 3.018
H -7.325 -0.226 0.128
H -4.669 4.304 1.695
H -3.754 1.292 -3.967
H 3.487 -1.442 -2.632
H -0.250 -2.678 -0.329
H -2.434 5.631 -2.146
H -8.443 -2.308 -1.999
H 3.932 -3.407 2.388
H -4.957 -5.380 -4.991
H 0.545 -4.136 0.233
H 0.536 0.894 4.324
H -4.853 1.830 -5.230
H -7.293 -0.033 -5.902
H 4.809 -0.784 -0.201
H -7.527 -1.498 1.321
H -6.092 -4.039 1.185
H 1.171 -3.269 3.018
H -4.692 2.241 -0.402
H -7.235 2.024 -3.598
H -3.926 0.353 -5.426
H -6.040 -4.001 -5.003



107
Properties=species:S:1:pos:R:3 method="wB97M-V/def2-TZVPD" multiplicity=2 fmax_ha_per_bohr=0.0202 energy_ev=-224097.318 e_homo_ha="-0.5852 / -0.5861" charge=+3 relative_energy_kj_mol=0.0 s_squared=0.7666
Re 0.761 -0.440 0.179
Br 2.974 0.808 0.352
Se 1.553 -0.593 -2.144
P 0.919 -0.135 2.652
P -0.783 1.271 -0.342
F 2.409 -0.728 5.299
F 6.737 0.166 3.806
F 5.027 -0.575 5.769
F 5.780 0.772 1.343
O -2.591 -3.030 0.097
N -0.693 -1.902 0.191
C 0.504 1.344 3.612
C 1.778 -0.066 -4.847
C 0.991 -4.090 -1.374
C 5.456 0.058 3.560
C -1.876 2.474 1.884
C 0.963 -3.853 0.135
C -1.601 -4.073 0.286
C -0.271 -0.693 -7.974
C -4.239 -1.054 -0.388
C -0.083 -3.662 4.512
C -3.448 1.562 -0.726
C 0.117 -0.603 -6.538
C -1.412 -1.518 -3.200
C -0.773 -1.027 -5.540
C 1.195 3.166 -3.354
C 2.125 -3.013 0.650
C -0.951 5.025 1.320
C -1.987 -1.868 0.000
C 3.156 0.448 -4.534
C 0.277 3.582 5.237
C 1.376 -0.120 -6.161
C -0.339 2.396 5.602
C -2.097 -2.512 3.860
C -2.476 0.602 -0.453
C -1.468 -3.612 4.435
C 2.704 -0.207 3.021
C -2.881 -0.733 -0.281
C -0.597 3.966 0.493
C 0.683 -2.615 4.014
C -1.775 4.812 2.413
C -0.402 1.988 -1.968
C -0.444 -0.989 -4.210
C -1.337 -1.469 3.358
C -5.187 -0.085 -0.664
C -0.220 1.269 4.797
C 3.612 0.211 2.057
C -1.277 1.925 -3.046
C -4.790 1.230 -0.839
C 0.850 -0.509 -3.839
C 1.006 3.656 4.053
C -0.350 -3.298 0.666
C 4.960 0.352 2.293
C 0.059 -1.513 3.436
C 3.218 -0.429 4.290
C -2.235 3.531 2.698
C 1.117 2.544 3.241
C -1.060 2.681 0.767
C -0.913 2.470 -4.273
C 0.846 2.603 -2.138
C 0.315 3.094 -4.428
C 4.577 -0.325 4.562
H -3.179 -2.462 3.820
H -2.061 -4.424 4.838
H -1.834 -0.608 2.918
H -6.230 -0.360 -0.738
H -0.274 -1.743 -8.282
H -1.745 -1.407 -5.834
H -1.304 -2.602 -3.102
H -1.600 2.411 -5.108
H 1.492 4.582 3.771
H 0.579 -3.244 -1.928
H 2.012 -4.262 -1.718
H 0.199 4.451 5.878
H 0.001 4.172 -0.381
H 0.414 -4.972 -1.653
H 1.691 2.615 2.323
H 0.416 -0.153 -8.620
H -2.067 5.645 3.040
H 2.121 -2.921 1.734
H -0.894 2.335 6.529
H -1.525 -4.623 -0.649
H 3.089 -3.419 0.342
H 2.149 3.667 -3.464
H -0.600 6.023 1.089
H 0.405 -4.510 4.975
H -4.557 -2.077 -0.254
H 3.143 1.225 -3.772
H 2.057 0.219 -6.933
H 1.544 2.671 -1.311
H -1.285 -0.320 -8.129
H -2.269 1.487 2.104
H -2.439 -1.319 -3.506
H -1.957 -4.728 1.075
H 1.761 -2.669 4.093
H 1.072 -4.827 0.625
H 0.585 3.533 -5.380
H -5.518 2.002 -1.053
H -1.237 -1.068 -2.229
H -0.667 0.339 5.121
H -2.885 3.362 3.547
H 2.170 -1.989 0.198
H -3.156 2.599 -0.838
H -2.241 1.444 -2.951
H 3.803 -0.358 -4.180
H 3.610 0.862 -5.432
H -0.278 -3.242 1.749



57
Properties=species:S:1:pos:R:3 method="wB97M-V/def2-TZVPD" fmax_ha_per_bohr=0.0805 energy_ev=-454511.622 e_homo_ha=-0.3574 charge=0
Br 16.048 -33.957 -10.347
Br 14.413 -28.336 -11.709
Br 17.208 -37.032 -10.163
Br 18.826 -34.554 -8.663
Br 11.295 -28.650 -12.728
Br 11.974 -29.416 -9.742
O 24.691 -41.138 -14.686
O 22.560 -41.000 -15.181
N 20.935 -31.042 -13.073
N 23.598 -40.501 -14.814
N 14.716 -31.902 -4.958
N 17.718 -35.286 -16.990
C 17.674 -35.082 -10.206
C 17.245 -36.277 -17.853
C 21.428 -30.472 -11.898
C 23.471 -29.825 -12.948
C 13.935 -30.966 -4.373
C 23.950 -36.452 -13.419
C 16.897 -34.973 -15.937
C 15.271 -36.557 -16.610
C 15.651 -35.568 -15.702
C 12.679 -29.384 -11.622
C 22.708 -29.950 -11.792
C 22.547 -38.238 -14.130
C 24.891 -38.477 -14.104
C 11.904 -32.103 -4.829
C 12.648 -33.162 -5.364
C 16.068 -36.923 -17.713
C 14.024 -32.989 -5.525
C 23.644 -39.065 -14.402
C 22.924 -30.319 -14.141
C 12.604 -30.990 -4.367
C 21.666 -30.913 -14.163
C 22.694 -36.935 -13.720
C 25.105 -37.168 -13.674
H 26.065 -36.726 -13.452
H 12.831 -30.412 -11.949
H 14.357 -37.108 -16.445
H 15.800 -37.683 -18.433
H 24.439 -29.346 -12.964
H 23.950 -35.420 -13.100
H 17.948 -36.332 -18.670
H 17.239 -34.299 -15.165
H 25.801 -39.029 -14.285
H 20.978 -30.832 -10.985
H 10.826 -32.106 -4.759
H 15.091 -35.426 -14.790
H 23.092 -29.755 -10.802
H 21.834 -36.285 -13.784
H 21.552 -38.655 -14.170
H 12.004 -30.221 -3.904
H 12.273 -34.130 -5.661
H 18.121 -34.899 -11.183
H 14.412 -30.153 -3.846
H 23.431 -30.075 -15.063
H 21.276 -31.323 -15.083
H 14.668 -33.677 -6.055